## one
ORCA calculation (ωB97M-V/def2-TZVPD) on C3H8N2O in the gas phase.

Geometry (Å):
N  1.5656  -0.1313  -1.2140
C  0.7355  -1.0609  -0.4222
N  -0.6911  -0.7145  -0.3629
C  -1.0051  0.5825  0.1008
C  -1.0771  0.7840  1.6170
O  -0.2077  0.3840  2.3433
H  1.6154  0.7858  -0.7857
H  2.5116  -0.4852  -1.1842
H  0.8149  -2.0383  -0.8860
H  1.0651  -0.9797  0.6145
H  -1.0583  -0.8363  -1.2961
H  -1.9518  0.9637  -0.3022
H  -0.3312  1.4278  -0.1907
H  -1.9858  1.3184  1.9684

As for the SMILES: NCNCC=O. As for the LUMO energy: 0.934 eV. Its spin multiplicity is 1. As for the HOMO energy: -0.3348 hartree.



## two
ORCA calculation (ωB97M-V/def2-TZVPD) on 4 unconnected molecules or ions with the total composition C3H8N2O.

Geometry (Å):
C  2.1475  0.9210  -0.7600
C  -0.7200  -0.4168  0.0586
C  -1.7986  -0.8364  0.9295
H  3.0173  1.1634  0.0415
H  2.1315  1.6306  -1.8082
H  2.1597  -0.1757  -1.0549
H  0.2299  0.8947  1.5649
H  -1.4633  -2.4987  1.0830
H  -3.2053  -0.3688  0.1087
H  -1.6623  -0.0210  2.3644
H  -1.2780  -1.3541  -1.5616
N  0.2674  0.3635  0.5781
N  -0.6998  -0.6073  -1.2415
O  0.8740  1.3054  -0.3025

As for the LUMO energy: -0.685 eV. Its spin multiplicity is 1. As for the HOMO energy: -0.3290 hartree.



## three
ORCA calculation (ωB97M-V/def2-TZVPD) on 2 unconnected molecules or ions with the total composition C3H8N2O.

Geometry (Å):
C  1.4458  2.9757  0.9764
N  1.3566  2.2372  -0.0443
C  1.6523  0.8229  0.1227
H  1.1516  4.0142  0.8458
H  1.8964  2.6410  1.9197
H  0.8806  0.3697  0.7536
H  2.6403  0.4910  0.4430
H  1.5095  0.3551  -0.8610
N  -1.6948  -2.2498  -1.2561
C  -2.4125  -2.3243  -0.0937
O  -2.0501  -2.9297  0.8858
H  -2.1152  -1.8119  -2.0588
H  -0.9589  -2.9055  -1.4617
H  -3.3017  -1.6857  -0.1715

As for the SMILES: C=NC.NC=O. As for the LUMO energy: 0.867 eV. Its spin multiplicity is 1. As for the HOMO energy: -0.3563 hartree.



## four
ORCA calculation (ωB97M-V/def2-TZVPD) on C3H8N2O in the gas phase.

Geometry (Å):
C  0.6567  -0.9086  0.7076
N  0.1849  -0.0880  -0.3253
C  0.1541  -0.4418  -1.7133
C  -0.5478  1.0040  0.0936
N  -0.5371  1.2077  1.4530
O  -1.0920  1.8038  -0.6454
H  0.7559  -1.9533  0.2612
H  -0.1403  -1.1208  1.5080
H  1.5993  -0.4851  1.1500
H  -0.8756  -0.0205  -2.1917
H  1.0839  0.0670  -2.3886
H  0.1593  -1.6850  -1.7144
H  -1.1121  2.0854  1.6319
H  -0.2891  0.5353  2.1735

As for the SMILES: CN(C)C(N)=O. As for the LUMO energy: 0.750 eV. Its spin multiplicity is 1. As for the HOMO energy: -0.3358 hartree.



Stability ranking, top and bottom: four is the most stable and two is the least stable.



## one
ORCA calculation (ωB97M-V/def2-TZVPD) on C3H8N2O in the gas phase.

Geometry (Å):
C  -1.0502  -1.9671  -0.2893
N  -0.6335  -0.5736  -0.4255
C  -0.1336  0.0354  0.7032
O  -0.3423  -0.3771  1.8235
C  0.3795  1.4623  0.4450
N  1.3425  1.5183  -0.6429
H  -1.3660  -2.3427  -1.2624
H  -1.9541  -2.0106  0.3111
H  -0.2484  -2.5577  0.1448
H  -0.1166  -0.3355  -1.2610
H  -0.5152  2.0321  0.2059
H  0.7254  1.8113  1.4206
H  2.1195  0.8759  -0.5307
H  1.7931  2.4290  -0.6424

As for the SMILES: CNC(=O)CN. As for the LUMO energy: 0.853 eV. Its spin multiplicity is 1. As for the HOMO energy: -0.3552 hartree.



## two
ORCA calculation (ωB97M-V/def2-TZVPD) on 2 unconnected molecules or ions with the total composition C3H8N2O.

Geometry (Å):
C  2.2935  0.2393  0.4351
C  1.2347  -0.5771  0.3609
N  0.8346  -1.2909  -0.7479
H  3.0869  0.2304  -0.3100
H  2.3529  1.0580  1.1379
H  0.7080  -0.8125  1.2753
H  1.4336  -1.2315  -1.5568
H  0.4482  -2.2037  -0.5714
N  -1.2104  1.1182  -0.9052
C  -1.6032  0.8352  0.3609
O  -1.7675  -0.2851  0.7730
H  -1.0145  2.0496  -1.2275
H  -0.7849  0.3637  -1.4315
H  -1.8717  1.7659  0.8986

As for the SMILES: C=CN.NC=O. As for the LUMO energy: 1.014 eV. Its spin multiplicity is 1. As for the HOMO energy: -0.3033 hartree.



## three
ORCA calculation (ωB97M-V/def2-TZVPD) on C3H8N2O in the gas phase.

Geometry (Å):
C  -1.0666  -0.5709  1.1195
N  -0.4516  -0.1814  -0.2372
C  -0.9849  1.1093  -0.7421
C  1.0234  -0.2825  -0.5998
O  1.4064  -0.0570  -1.7242
N  1.7620  -0.6620  0.4442
H  -0.5087  -1.4544  1.4579
H  -0.9174  0.2659  1.7974
H  -0.9873  -0.9256  -0.6733
H  -0.6286  1.3012  -1.7563
H  -2.0692  1.0302  -0.6959
H  -0.6557  1.9063  -0.0697
H  2.7599  -0.7335  0.3303
H  1.3181  -0.7457  1.3492

As for the LUMO energy: 0.703 eV. Its spin multiplicity is 1. As for the HOMO energy: -0.2570 hartree.



Stability ranking, top and bottom: one is the most stable and three is the least stable.



## one
ORCA calculation (ωB97M-V/def2-TZVPD) on 4 unconnected molecules or ions with the total composition C3H12O4.

Geometry (Å):
C  -3.3371  -1.6341  1.5218
C  -2.0982  -1.6064  1.0650
C  -1.5389  -0.4428  0.2797
O  -0.1139  -0.4102  0.3536
H  -3.6970  -2.4773  2.0966
H  -3.9442  -0.7451  1.4865
H  -1.5496  -2.5449  1.0645
H  -1.8241  -0.6372  -0.7562
H  -1.9598  0.4857  0.6726
H  0.1985  0.3395  0.8699
O  2.3157  -0.9764  -2.2536
H  3.0101  -1.4559  -1.7777
H  1.9357  -0.4396  -1.5451
O  1.9251  2.4478  -1.5519
H  1.2360  3.1056  -1.7091
H  2.4509  2.5668  -2.3530
O  2.3188  1.1302  0.9341
H  2.6710  1.8113  1.5162
H  2.0010  1.4831  0.0860

As for the SMILES: C=CCO.O.O.O. As for the LUMO energy: 0.329 eV. Its spin multiplicity is 1. As for the HOMO energy: -0.3558 hartree.



## two
ORCA calculation (ωB97M-V/def2-TZVPD) on 4 unconnected molecules or ions with the total composition C3H12O4.

Geometry (Å):
C  -2.2746  -0.2840  -1.8867
C  -1.6547  0.7322  -1.2740
C  -1.1034  0.7144  0.1451
O  -0.1951  1.7723  0.2893
H  -2.4212  -0.1561  -2.9531
H  -2.7208  -1.1758  -1.4366
H  -1.5890  1.7063  -1.7694
H  -0.6428  -0.2260  0.4172
H  -2.0099  0.7978  0.7654
H  0.4285  1.5746  1.0106
O  1.4380  -0.6842  -1.2954
H  0.6619  -0.3600  -1.7792
H  1.6685  0.1486  -0.8538
O  1.3323  -1.9962  1.1500
H  1.7394  -2.8720  1.2017
H  1.4374  -1.7608  0.2034
O  1.2048  0.3582  2.1810
H  1.9594  0.5029  2.7578
H  1.1773  -0.6174  1.9516

As for the SMILES: C=CCO.O.O.O. As for the LUMO energy: 0.587 eV. Its spin multiplicity is 1. As for the HOMO energy: -0.3422 hartree.



## three
ORCA calculation (ωB97M-V/def2-TZVPD) on 4 unconnected molecules or ions with the total composition C3H12O4.

Geometry (Å):
C  -1.4683  1.8921  2.1219
C  -0.2758  1.3344  1.7679
C  -0.2169  -0.1617  1.4735
O  -1.0079  -0.4535  0.1686
H  -1.6203  2.9427  2.4339
H  -2.2408  1.2151  2.0499
H  0.6391  1.9156  1.5901
H  0.7964  -0.5019  1.2264
H  -0.6439  -0.8776  2.1939
H  -1.7324  -0.9860  0.3920
O  -3.6332  -1.0070  -1.8556
H  -2.9002  -1.4929  -2.1948
H  -3.4667  -0.0302  -2.0503
O  2.7104  -0.1429  -2.7113
H  2.4580  -0.9586  -2.2156
H  1.8070  0.1318  -3.1270
O  3.3505  -0.9473  -0.0845
H  4.0446  -1.5671  -0.3423
H  3.4005  -0.3049  -0.8368

As for the SMILES: C=CCO.O.O.O. As for the LUMO energy: 0.486 eV. Its spin multiplicity is 1. As for the HOMO energy: -0.3524 hartree.



Stability ranking, top and bottom: two is the most stable and three is the least stable.



## one
ORCA calculation (ωB97M-V/def2-TZVPD) on a molecular structure, C4H6O.

Geometry (Å):
C  -0.7429  0.3202  1.0782
O  0.6552  1.2595  0.4494
C  1.1026  0.5493  -0.6717
C  0.1557  -0.7718  -0.8745
C  -0.7437  -0.7434  0.1101
H  -0.5565  -0.0684  2.1020
H  -1.6854  0.9056  1.0306
H  2.1393  0.1629  -0.5676
H  1.0272  1.1238  -1.6200
H  0.2725  -1.5229  -1.6868
H  -1.6286  -1.1874  0.6439

As for the LUMO energy: 0.991 eV. Its spin multiplicity is 1. As for the HOMO energy: -0.3412 hartree.



## two
ORCA calculation (ωB97M-V/def2-TZVPD) on C4H6O in the gas phase.

Geometry (Å):
O  1.4385  -1.3607  1.3186
C  0.7488  -0.7229  0.5009
C  -0.6442  -0.1843  0.6028
C  -0.8109  0.7884  -0.5514
C  1.5310  -0.7495  -0.6230
H  -1.3480  -1.0224  0.5312
H  -0.7856  0.2765  1.5832
H  -0.3530  1.7597  -0.3835
H  -1.8294  0.9396  -0.8385
H  2.3805  -0.0723  -0.7065
H  -0.3277  0.3479  -1.4338

As for the LUMO energy: -0.451 eV. Its spin multiplicity is 1. As for the HOMO energy: -0.3417 hartree.



## three
ORCA calculation (ωB97M-V/def2-TZVPD) on C4H6O in the gas phase.

Geometry (Å):
O  -1.5643  0.0901  -0.7335
C  -0.6960  -0.0342  -1.7514
C  -0.5745  0.2153  0.3131
C  0.2571  -0.8749  0.8639
C  0.9474  0.3134  0.2300
H  -0.8314  0.9199  -2.3216
H  -1.0050  0.9568  0.9631
H  0.2516  -0.9819  1.9416
H  0.3166  -1.7979  0.2950
H  1.3903  1.0656  0.8814
H  1.5081  0.1278  -0.6816

As for the LUMO energy: 0.275 eV. Its spin multiplicity is 1. As for the HOMO energy: -0.2999 hartree.



## four
ORCA calculation (ωB97M-V/def2-TZVPD) on C4H6O in the gas phase.

Geometry (Å):
C  -0.0637  -0.6751  2.3822
C  0.0596  0.1442  1.3313
C  -0.1634  -0.2255  -0.0601
C  0.1893  0.5808  -1.0607
O  -0.0097  0.1244  -2.3450
H  0.0395  -0.4201  3.4193
H  -0.2867  -1.6915  2.0609
H  0.2681  1.1903  1.5531
H  -0.5307  -1.2382  -0.1725
H  0.7439  1.5009  -0.9605
H  0.0305  0.8651  -2.9502

As for the SMILES: C=C/C=C/O. As for the LUMO energy: 0.810 eV. Its spin multiplicity is 1. As for the HOMO energy: -0.3037 hartree.



Stability ranking, top and bottom: four is the most stable and three is the least stable.



## one
ORCA calculation (ωB97M-V/def2-TZVPD) on 2 unconnected molecules or ions with the total composition C4H6O.

Geometry (Å):
C  0.0693  0.0148  -0.3019
C  -1.0564  0.6643  0.3675
C  0.2506  1.3993  0.2377
C  0.7408  -1.3118  0.0400
O  -1.0091  1.9107  -0.2451
H  -0.6041  0.3678  -2.5167
H  -1.7498  0.1270  1.0032
H  0.9218  1.8856  1.0277
H  1.2647  -1.3113  1.0083
H  1.2280  -1.7108  -0.8683
H  -0.0558  -2.0356  0.2477

As for the LUMO energy (alpha / beta): 0.239 / 0.424 eV. Its spin multiplicity is 1. As for the HOMO energy (alpha / beta): -0.2708 / -0.3268 hartree.



## two
ORCA calculation (ωB97M-V/def2-TZVPD) on C4H6O in the gas phase.

Geometry (Å):
C  0.1179  -0.4613  -1.7604
C  -0.0381  -0.4071  -0.4540
C  0.7759  0.5221  0.4330
C  -0.3244  -0.3994  0.9439
O  -1.4924  0.1414  1.4496
H  0.8717  0.3334  -1.5338
H  -0.4366  -1.0767  -2.4943
H  1.8121  0.2834  0.6827
H  0.5455  1.5908  0.4504
H  0.0416  -1.2380  1.5151
H  -1.8731  0.7115  0.7678

As for the SMILES: C=C1C[C@H]1O. As for the LUMO energy: 0.904 eV. Its spin multiplicity is 1. As for the HOMO energy: -0.3478 hartree.



Stability ranking, top and bottom: two is the most stable and one is the least stable.



## one
ORCA calculation (ωB97M-V/def2-TZVPD) on C4H6O in the gas phase.

Geometry (Å):
O  -2.3081  0.0524  -0.2164
C  -1.0914  0.0117  0.0935
C  -0.0299  1.1879  0.1149
C  1.0308  -0.0046  -0.3705
C  -0.0585  -1.0743  0.1519
H  -0.3762  2.0614  -0.4981
H  0.3518  1.3768  1.3132
H  1.1562  -0.1273  -1.5260
H  1.9263  -0.1125  0.2679
H  -0.5735  -1.9013  -0.5408
H  -0.0276  -1.4703  1.2104

As for the SMILES: O=C1CCC1. As for the LUMO energy: 0.795 eV. Its spin multiplicity is 1. As for the HOMO energy: -0.3493 hartree.



## two
ORCA calculation (ωB97M-V/def2-TZVPD) on a molecular structure, C4H6O.

Geometry (Å):
C  -0.6974  0.7815  -0.0953
C  -0.8261  -0.7384  -0.2623
C  0.8966  -0.6782  0.7733
O  1.0645  -0.4942  -0.7851
C  0.7876  0.6193  0.1096
H  -1.2348  1.1724  0.7743
H  -0.9826  1.3340  -0.9971
H  -1.3412  -1.2953  0.5083
H  -1.0619  -1.1084  -1.2564
H  1.8585  -0.9743  1.1386
H  1.5369  1.3818  0.0922

As for the LUMO energy (alpha / beta): 0.464 / 0.464 eV. Its spin multiplicity is 1. As for the HOMO energy (alpha / beta): -0.2947 / -0.2947 hartree.



## three
ORCA calculation (ωB97M-V/def2-TZVPD) on C4H6O in the gas phase.

Geometry (Å):
C  -0.1294  0.0990  -1.6858
C  -0.1453  -0.1793  -0.2688
C  -1.0185  -0.5407  0.8187
C  1.1793  0.2275  0.2585
O  -2.3527  -0.7063  0.6163
H  -0.5731  -0.6296  -2.4179
H  -0.7667  -0.5426  1.9149
H  1.3736  -0.3246  1.1920
H  1.1313  1.3123  0.4849
H  1.9689  -0.0326  -0.4006
H  -2.4731  -0.8106  -0.3770

As for the LUMO energy (alpha / beta): -0.452 / -0.700 eV. Its spin multiplicity is 1. As for the HOMO energy (alpha / beta): -0.2880 / -0.3131 hartree.



Stability ranking, top and bottom: one is the most stable and two is the least stable.